Entry 1:
Entry from the OMol25 dataset: a cluster of 2 separate species, C5H12NO3 in total in a non-equilibrium geometry (ωB97M-V with the def2-TZVPD basis set).

Structure (XYZ):
```
21
Properties=species:S:1:pos:R:3:lowdin_spin:R:1
O 1.04795 0.43476 2.03896 0.498
C 0.11392 0.52660 1.18462 0.062
O -0.86404 1.38500 1.25069 0.135
C -0.06875 -0.65301 0.26579 0.091
C -0.29361 -0.40807 -1.29602 0.036
C -0.79372 -1.51623 -2.22423 0.009
C -1.38863 0.67265 -1.42718 0.006
N -1.33846 -1.29050 0.75461 0.151
H 0.81616 -1.33209 0.33156 -0.001
H 0.65203 -0.06414 -1.52787 0.000
H -0.53290 -1.22552 -3.30016 0.001
H -1.86950 -1.54656 -2.08173 0.001
H -0.41848 -2.51751 -1.98939 0.000
H -2.39574 0.27503 -1.16950 0.000
H -1.38020 1.27217 -2.24241 0.001
H -1.14260 1.42003 -0.62964 0.002
H -1.13147 -2.05704 1.37436 0.005
H -1.93084 -0.65559 1.35421 0.004
H 2.51490 1.43056 0.23120 0.000
H 2.87143 0.18110 0.28501 -0.001
O 3.30374 0.94541 -0.15663 -0.001
```

## Properties
Energy above the lowest of the compared OMol25 structures with the same formula, charge and spin, kcal/mol: 38.3
2S+1: 2
Frontier orbital gap (alpha / beta), eV: 10.9 / 5.8
Lowest unoccupied orbital energy (alpha / beta), Eh: 0.01916 / -0.15524

Entry 2:
Entry from the OMol25 dataset: the ion C5H12NS with charge -1 in a non-equilibrium geometry (ωB97M-V with the def2-TZVPD basis set).

Structure (XYZ):
```
19
Properties=species:S:1:pos:R:3:mulliken_charge:R:1
C -1.17597 1.08203 -0.04102 -1.214
N -0.78344 -0.25972 0.30276 0.100
C -1.59021 -0.74277 1.33635 -0.894
C 0.63402 -0.59314 0.64761 -0.725
C 1.55645 0.31332 -0.37812 -0.904
C 1.30457 -0.13980 -1.81195 -0.554
S 2.16490 0.80081 -3.05101 -0.655
H -1.28533 1.88514 0.70617 0.294
H -0.59495 1.33341 -0.91102 0.444
H -2.27731 0.96392 -0.23951 0.384
H -1.49815 -1.91842 1.31679 0.246
H -2.76025 -0.58048 1.32754 0.290
H -1.12578 -0.49552 2.36164 0.277
H 0.88303 -1.66760 0.65850 0.382
H 0.85102 -0.26301 1.64741 0.437
H 2.65780 0.11934 -0.01363 0.363
H 1.39885 1.34736 -0.16669 0.323
H 0.26788 0.07406 -1.75548 0.165
H 1.37287 -1.25894 -1.93636 0.241
```

## Properties
Total charge: -1
Energy above the lowest of the compared OMol25 structures with the same formula, charge and spin, kcal/mol: 48.6
2S+1: 1
Frontier orbital gap, eV: 5.7
Lowest unoccupied orbital energy, Eh: 0.12711

Entry 3:
Entry from the OMol25 dataset: a cluster of 2 separate species, C5H12NS in total (ωB97M-V with the def2-TZVPD basis set).

Structure (XYZ):
```
19
Properties=species:S:1:pos:R:3:mulliken_charge:R:1
C -1.40628 -0.04482 0.12110 -1.053
C -0.81292 1.27023 -0.42092 -0.413
C -0.15638 2.14337 0.67869 -0.733
S -1.31062 2.71316 1.97512 -0.688
H -0.66012 -0.78594 0.41906 0.252
H -2.09303 -0.49326 -0.60186 0.284
H -1.96297 0.22068 1.01788 0.351
H -0.11566 1.04324 -1.23993 0.238
H -1.62579 1.87754 -0.82588 0.325
H 0.30396 3.00906 0.18949 0.251
H 0.66190 1.59177 1.15580 0.206
C 1.85087 -3.85872 -1.70423 -0.644
C 1.73253 -1.58276 -1.43289 -0.235
N 1.75533 -2.69572 -0.84052 -0.361
H 2.73458 -4.43484 -1.41884 0.223
H 1.86708 -3.64795 -2.77566 0.311
H 1.01611 -4.52531 -1.47210 0.228
H 1.66060 -0.64513 -0.89191 0.286
H 1.80366 -1.50700 -2.52358 0.171
```

## Properties
Total charge: -1
Energy above the lowest of the compared OMol25 structures with the same formula, charge and spin, kcal/mol: 24.9
2S+1: 1
Frontier orbital gap, eV: 5.3
Lowest unoccupied orbital energy, Eh: 0.11340

Entry 4:
Entry from the OMol25 dataset: the ion C5H12NS with charge -1 in a non-equilibrium geometry (ωB97M-V with the def2-TZVPD basis set).

Structure (XYZ):
```
19
Properties=species:S:1:pos:R:3:mulliken_charge:R:1
C 2.74045 0.17809 0.16488 -1.148
C 1.35918 0.59241 0.59091 -0.259
N 0.36550 -0.47895 0.46249 -0.384
C -0.99321 0.03025 0.18713 -0.102
C -1.14083 0.45487 -1.31358 -1.238
C -1.98129 -1.01837 0.63435 -0.821
S -3.66714 -0.30235 0.33698 -0.698
H 3.44135 1.00711 0.07793 0.365
H 3.11815 -0.52085 0.96955 0.254
H 2.80161 -0.27288 -0.83493 0.309
H 0.96636 1.46354 0.06595 0.343
H 1.21082 0.84353 1.65108 0.259
H 0.51228 -1.24668 -0.17929 0.285
H -1.24817 0.97133 0.64983 0.269
H -1.56062 -0.33493 -1.97581 0.267
H -0.23120 0.78606 -1.78841 0.403
H -1.94666 1.22715 -1.39093 0.324
H -1.94782 -1.94917 0.05114 0.238
H -1.79875 -1.43016 1.64073 0.332
```

## Properties
Total charge: -1
Energy above the lowest of the compared OMol25 structures with the same formula, charge and spin, kcal/mol: 21.2
2S+1: 1
Frontier orbital gap, eV: 5.6
Lowest unoccupied orbital energy, Eh: 0.12708

Which of these has the highest energy above the lowest of the compared OMol25 structures with the same formula, charge and spin?
number 2

Please write out number 3 again, unchanged.
Entry from the OMol25 dataset: a cluster of 2 separate species, C5H12NS in total (ωB97M-V with the def2-TZVPD basis set).

Structure (XYZ):
```
19
Properties=species:S:1:pos:R:3:mulliken_charge:R:1
C -1.40628 -0.04482 0.12110 -1.053
C -0.81292 1.27023 -0.42092 -0.413
C -0.15638 2.14337 0.67869 -0.733
S -1.31062 2.71316 1.97512 -0.688
H -0.66012 -0.78594 0.41906 0.252
H -2.09303 -0.49326 -0.60186 0.284
H -1.96297 0.22068 1.01788 0.351
H -0.11566 1.04324 -1.23993 0.238
H -1.62579 1.87754 -0.82588 0.325
H 0.30396 3.00906 0.18949 0.251
H 0.66190 1.59177 1.15580 0.206
C 1.85087 -3.85872 -1.70423 -0.644
C 1.73253 -1.58276 -1.43289 -0.235
N 1.75533 -2.69572 -0.84052 -0.361
H 2.73458 -4.43484 -1.41884 0.223
H 1.86708 -3.64795 -2.77566 0.311
H 1.01611 -4.52531 -1.47210 0.228
H 1.66060 -0.64513 -0.89191 0.286
H 1.80366 -1.50700 -2.52358 0.171
```

## Properties
Total charge: -1
Energy above the lowest of the compared OMol25 structures with the same formula, charge and spin, kcal/mol: 24.9
2S+1: 1
Frontier orbital gap, eV: 5.3
Lowest unoccupied orbital energy, Eh: 0.11340

Among the records above, which one has the highest energy above the lowest of the compared OMol25 structures with the same formula, charge and spin?
number 2